# 1
A molecular structure, C45H65N8O2PZr. Source: the OMol25 dataset; level of theory: ωB97M-V/def2-TZVPD.

net charge: +2
E: -74291.405 eV
gap between HOMO and LUMO (alpha / beta): 4.56 / 4.56 eV

Each line ends with the Löwdin charge.
Element x y z (Å)
Zr 4.15 9.65 17.97  1.825
C 1.43 9.71 15.23  -0.162
C 1.14 9.80 16.74  -0.207
C 1.41 11.12 17.45  -0.216
N 2.64 11.16 18.27  -0.142
C 2.89 12.37 18.89  -0.239
C 1.95 13.40 18.97  -0.016
C 2.20 14.73 18.71  -0.051
C 3.42 15.41 18.87  -0.078
C 4.56 14.93 19.52  -0.047
C 4.80 13.64 19.96  -0.007
C 4.18 12.45 19.53  -0.234
N 4.83 11.25 19.56  -0.079
C 6.15 11.23 20.20  -0.245
C 6.69 9.86 20.52  -0.144
C 6.96 9.03 19.22  -0.189
N 6.32 9.57 18.01  -0.152
C 7.00 10.23 17.04  -0.227
C 8.39 10.46 17.09  -0.006
C 9.32 10.52 16.06  -0.057
C 9.07 10.82 14.72  -0.066
C 7.85 11.30 14.19  -0.049
C 6.62 11.39 14.79  0.002
C 6.17 10.63 15.92  -0.189
N 4.87 10.25 16.07  -0.123
C 4.00 10.45 14.88  -0.210
C 2.87 9.43 14.68  -0.167
H 0.99 10.55 14.70  0.120
H 0.86 8.84 14.87  0.106
H 1.52 8.93 17.35  0.078
H 0.05 9.67 16.78  0.086
H 0.50 11.33 18.05  0.112
H 1.51 11.91 16.67  0.135
H 0.90 13.07 18.88  0.109
H 1.38 15.37 18.32  0.129
H 3.47 16.44 18.50  0.109
H 5.35 15.68 19.71  0.129
H 5.68 13.53 20.58  0.096
H 6.14 11.81 21.15  0.122
H 6.88 11.75 19.57  0.124
H 6.00 9.29 21.15  0.081
H 7.63 9.92 21.08  0.124
H 6.59 8.01 19.36  0.104
H 8.03 8.89 19.11  0.099
H 8.83 10.37 18.12  0.121
H 10.36 10.28 16.39  0.135
H 9.93 10.79 14.06  0.109
H 7.89 11.70 13.18  0.116
H 5.90 12.04 14.25  0.112
H 4.58 10.29 14.00  0.104
H 3.64 11.49 14.88  0.092
H 3.26 8.44 14.99  0.095
H 2.76 9.33 13.60  0.113
C 4.28 6.00 20.56  -0.048
C 4.12 7.12 21.53  -0.221
C 4.86 7.12 22.71  -0.041
C 4.86 8.22 23.58  -0.056
C 4.09 9.35 23.29  -0.044
C 3.24 9.31 22.21  -0.223
C 2.43 10.55 21.97  -0.049
C 3.22 8.20 21.32  -0.197
N 2.38 8.12 20.18  0.151
C 1.17 7.59 20.23  -0.223
C 0.15 8.15 21.21  0.003
C 0.67 6.57 19.35  -0.142
C -0.17 5.45 19.82  0.029
N 1.07 6.57 18.03  0.174
C 0.24 6.37 16.87  -0.113
C -1.01 7.05 16.77  -0.195
C -1.56 8.06 17.72  -0.054
C -1.76 6.85 15.61  -0.042
C -1.37 5.98 14.65  -0.059
C -0.15 5.36 14.74  -0.026
C 0.71 5.51 15.83  -0.187
C 2.03 4.84 15.81  -0.032
H 3.82 5.05 20.90  0.093
H 5.36 5.75 20.43  0.097
H 3.83 6.16 19.60  0.039
H 5.56 6.31 23.00  0.130
H 5.51 8.22 24.46  0.116
H 4.21 10.22 23.91  0.117
H 3.04 11.47 22.05  0.087
H 1.61 10.62 22.69  0.095
H 2.02 10.53 20.91  0.073
H 0.19 9.23 21.25  0.051
H 0.35 7.77 22.22  0.119
H -0.87 7.89 20.92  0.083
H -1.27 5.52 19.67  0.115
H 0.03 5.32 20.92  0.128
H 0.14 4.49 19.32  0.124
H -2.34 7.73 18.45  0.106
H -2.08 8.84 17.13  0.097
H -0.79 8.53 18.35  0.061
H -2.65 7.48 15.46  0.135
H -1.92 5.88 13.73  0.123
H 0.16 4.76 13.88  0.127
H 2.06 3.98 15.11  0.104
H 2.25 4.44 16.79  0.080
H 2.84 5.50 15.50  0.081
O 3.79 7.79 17.39  -0.452
H 2.02 6.86 17.82  0.092
H 4.39 7.22 16.87  0.053
N -2.06 10.88 22.33  -0.119
N -1.91 10.99 20.95  -0.122
H -2.86 11.43 22.70  0.087
H -2.19 9.89 22.59  0.062
H -1.38 11.87 20.81  0.071
H -2.85 11.16 20.54  0.082
C 2.36 16.25 14.41  -0.179
P 3.69 15.03 14.12  0.545
C 5.18 16.01 14.42  -0.194
C 3.73 14.63 12.35  -0.181
O 3.53 13.77 14.98  -0.421
H 2.46 17.15 13.82  0.052
H 2.20 16.53 15.45  0.045
H 1.45 15.73 14.09  0.053
H 5.18 16.96 13.86  0.062
H 6.04 15.42 14.05  0.048
H 5.26 16.31 15.50  0.068
H 3.49 15.50 11.70  0.066
H 3.01 13.80 12.16  0.064
H 4.73 14.27 12.06  0.049

***

# 2
2 unconnected molecules or ions with the total composition C2H5NS2. Source: the OMol25 dataset; level of theory: ωB97M-V/def2-TZVPD.

energy relative to the best compared isomer or geometry (same formula, charge and spin): 4.871 eV
net charge: 0
E: -25310.955 eV
gap between HOMO and LUMO (alpha / beta): 6.97 / 7.37 eV

Each line ends with the Löwdin charge.
Element x y z (Å)
C -0.84 1.14 -0.30  -0.683
C 1.29 -0.05 -0.28  -0.131
N -0.07 0.19 0.15  -0.340
S -0.35 1.70 1.23  0.875
S -3.34 0.04 -0.45  0.261
H -1.08 1.64 -1.30  0.106
H 1.93 0.88 -0.55  0.108
H 1.95 -0.46 0.43  0.055
H 1.12 -0.74 -1.18  0.123
H -3.15 0.11 -1.73  -0.375

***

# 3
A molecular structure, C8H20AlO4. Source: the OMol25 dataset; level of theory: ωB97M-V/def2-TZVPD.

energy relative to the best compared isomer or geometry (same formula, charge and spin): 0.737 eV
net charge: +3
E: -23368.329 eV
gap between HOMO and LUMO: 4.56 eV

Each line ends with the Löwdin charge.
Element x y z (Å)
Al -0.58 -1.37 -0.90  1.531
C -1.98 1.03 -2.42  0.008
O -1.90 0.39 -1.16  -0.265
C -2.68 0.94 -0.14  -0.095
C -1.79 0.73 1.11  -0.096
O -0.88 -0.40 1.15  -0.208
C -0.15 -0.34 2.34  -0.010
H -1.41 1.95 -2.37  0.117
H -3.01 1.16 -2.76  0.151
H -1.29 0.50 -3.07  0.118
H -3.68 0.52 0.02  0.166
H -2.98 1.97 -0.28  0.184
H -2.42 0.88 1.98  0.178
H -1.19 1.64 1.04  0.112
H 0.12 0.66 2.68  0.142
H 0.78 -0.89 2.22  0.075
H -0.79 -0.72 3.14  0.150
C 0.33 1.84 -0.46  -0.011
O 0.48 0.49 -0.05  -0.261
C 1.85 0.33 0.32  -0.076
C 2.13 -1.18 0.56  -0.065
O 1.49 -2.01 -0.44  -0.222
C 2.24 -3.08 -0.90  -0.021
H 0.75 2.14 -1.42  0.153
H 0.46 2.51 0.39  0.155
H -0.76 1.93 -0.55  0.062
H 2.04 0.79 1.28  0.168
H 2.50 0.72 -0.47  0.167
H 1.81 -1.49 1.55  0.120
H 3.19 -1.43 0.46  0.173
H 2.68 -3.60 -0.04  0.135
H 3.07 -2.79 -1.55  0.142
H 1.55 -3.83 -1.29  0.125

***

The lowest net charge belongs to which entry?
C2H5NS2

***

Which of these has the lowest net charge?
C2H5NS2